{
  "formula": "C6H15NO",
  "method": "ωB97M-V/def2-TZVPD",
  "e_above_lowest_kcal_mol": 46.66,
  "energy_ev": -9999.8871,
  "e_lumo_ev": [3.82, 3.67],
  "homo_ev": [0.921, -5.089],
  "spin_multiplicity": 2,
  "total_charge": -1,
  "orbital_gap_ev": [2.90, 8.76],
  "species": ["C", "C", "N", "C", "C", "C", "C", "H", "H", "H", "H", "H", "H", "H", "H", "H", "H", "H", "H", "H", "H", "H", "O"],
  "coordinates": [[-0.762, 2.102, 1.556], [-0.400, 1.334, 0.318], [0.808, 0.442, 0.470], [0.447, -0.937, 0.916], [0.279, -1.820, -0.320], [1.489, -1.212, -1.216], [1.654, 0.222, -0.751], [-0.024, 2.832, 1.815], [-0.773, 1.428, 2.411], [-1.772, 2.625, 1.459], [-1.132, 0.706, -0.262], [0.079, 2.214, -0.376], [-0.485, -0.849, 1.493], [1.244, -1.310, 1.597], [0.709, -2.794, -0.065], [-0.628, -1.972, -0.836], [1.352, -1.275, -2.235], [2.386, -1.896, -1.090], [2.686, 0.465, -0.423], [1.512, 0.965, -1.492], [-3.400, -1.054, -0.938], [-2.157, -0.191, -1.093], [-3.111, -0.025, -0.937]],
  "forces_ev_per_a": [[-1.9, -0.5, 0.5], [3.1, 1.0, -3.4], [-0.2, -0.3, 0.2], [-0.9, 1.2, 0.3], [4.3, -0.1, -0.1], [0.0, -1.4, 2.2], [1.0, 0.3, 2.2], [0.6, 0.5, -0.2], [-0.4, -0.1, 0.2], [1.2, -0.8, 0.1], [0.2, 1.6, 1.1], [-1.6, -2.1, 0.9], [0.2, -0.2, 0.0], [-0.4, 0.0, -0.5], [-0.7, -0.3, 0.1], [-1.3, 0.4, -0.2], [-0.9, -0.1, -2.4], [-0.7, 1.1, 0.4], [-0.1, -0.6, -0.1], [-0.9, 0.6, -0.9], [0.4, 2.5, 0.0], [-0.5, 0.1, -0.3], [-0.4, -2.9, 0.0]]
}